C19H34F6OP2Sn | ωB97M-V/def2-TZVPD

Cartesian coordinates (Å):
P 2.5257 2.1754 -1.2572
P -0.7137 1.3346 -2.8739
C 1.9724 2.3782 -3.0018
C 0.4847 2.6995 -3.2480
H 2.3899 1.5568 -3.6270
H 2.5304 3.2881 -3.2865
H 0.1397 3.6306 -2.7477
H 0.3808 2.8313 -4.3376
C -0.4175 0.3203 -4.3555
H -1.0421 -0.5832 -4.3374
H 0.6370 0.0265 -4.4485
H -0.6788 0.9371 -5.2243
C -2.2782 2.1705 -3.1108
H -2.4535 2.2429 -4.1962
H -2.2012 3.1815 -2.6795
H -3.0841 1.6100 -2.6169
C 4.2926 1.9128 -1.4480
H 4.7249 1.5284 -0.5144
H 4.7262 2.8919 -1.6927
H 4.4748 1.1955 -2.2612
C 2.3120 3.8462 -0.6240
H 1.2879 4.1961 -0.8128
H 3.0301 4.4579 -1.1790
H 2.5204 3.8708 0.4524
Sn 0.7906 -2.9697 2.2963
C -1.7757 0.2570 -0.5356
C -0.8683 -0.2109 -1.5309
C 0.6678 -0.4460 -1.4480
C 1.4988 -0.3048 -0.1834
C 2.0287 1.1020 0.1408
C 1.0321 1.8319 0.9213
C -0.2611 2.0192 0.3502
C -1.3704 0.9465 0.6720
C 1.1792 -1.5837 3.9745
H -2.8075 -0.0893 -0.5819
H -1.3635 -0.9836 -2.1608
H 1.1497 0.1553 -2.2593
H 0.8127 -1.4716 -1.8137
H 0.9730 -0.6593 0.7167
H 2.3632 -0.9645 -0.3214
H 2.9898 0.9952 0.6652
H 1.3666 2.3117 1.8367
H -0.0955 1.9576 -0.7613
H -0.6764 3.0186 0.6022
H -1.0579 0.2546 1.4780
H -2.2335 1.4962 1.0792
H 0.3284 -1.5284 4.6626
H 1.3190 -0.5880 3.5388
H 2.0835 -1.8555 4.5320
C -1.4663 -5.1580 3.6918
C -2.0591 -3.8182 3.2867
O -1.1631 -2.8196 2.9116
C -3.0360 -3.9529 2.0498
F -4.0277 -4.8643 2.2538
F -3.6183 -2.7781 1.7084
F -2.3116 -4.3580 0.9613
C -2.8275 -3.1963 4.5216
F -3.7956 -4.0254 5.0101
F -1.9251 -2.9764 5.5272
F -3.4032 -2.0063 4.2456
H -0.8778 -5.5808 2.8682
H -2.2873 -5.8370 3.9434
H -0.8354 -5.0186 4.5787

Properties
ΔE to the lowest compared entry with this formula, charge and spin (kcal per mole): 80.8
Total energy (eV): -63009.139
Frontier orbital gap (eV): 4.109